14 unconnected molecules or ions with the total composition H28O14. Source: the Open Molecules 2025 dataset; level of theory: ωB97M-V with the def2-TZVPD basis set.

Values from the calculation:
- molecular weight (g/mol) = 252.21
- largest force on an atom (eV/Å) = 5.5
- ΔE to the lowest compared entry with this formula, charge and spin (kcal per mole) = 156.29
- E_HOMO (hartree) = -0.347
- E_tot (a.u.) = -1069.951910

```
42
H28O14 (ωB97M-V with the def2-TZVPD basis set)
H -0.75632 -1.06647 -0.29203
H -1.05078 0.11474 0.78675
H -1.21825 -4.20080 -0.35383
H 0.04260 -4.98080 -0.75260
H -3.22108 -2.87639 0.29236
H -4.50648 -2.99252 0.91393
H 4.33448 -0.54082 -3.11190
H 3.00527 -0.90160 -2.56386
H 0.95508 0.65986 0.92638
H 0.83033 1.64332 -0.30812
H 2.02792 -2.09198 2.68377
H 2.69154 -3.07362 3.60798
H 3.00430 -0.04945 0.48823
H 3.68750 -0.10386 -0.97743
H -1.67271 1.83536 1.72884
H -1.66481 2.87251 0.56681
H -2.27836 0.81401 -2.52433
H -1.59831 0.25020 -1.36782
H 0.48813 -1.70737 -2.83181
H 0.59836 -0.25178 -2.71537
H -0.02980 1.03977 5.06050
H 1.17515 1.18063 4.10233
H 1.61781 2.05382 -1.95513
H 2.98542 2.17973 -1.40857
H -5.47505 0.74070 0.44986
H -4.88345 1.68717 -0.64169
H 0.18036 3.96277 -0.22467
H 0.34299 3.18280 1.07700
O -0.49600 -0.63035 0.58796
O -0.22177 -4.27282 -0.13596
O -4.09348 -2.81286 0.06804
O 3.41748 -0.10610 -2.89864
O 0.64786 1.53119 0.68491
O 2.91856 -2.38277 2.91074
O 2.88596 -0.25563 -0.49348
O -1.53201 1.93322 0.69924
O -1.41584 0.67339 -2.21689
O -0.06189 -0.88501 -2.90380
O 0.22966 1.26687 4.21064
O 2.40012 1.49269 -1.82090
O -4.64870 0.98633 -0.04230
O 0.35820 4.08193 0.69486
```